1.
{"formula": "C3H2FIN2", "method": "ωB97M-V with the def2-TZVPD basis set", "fmax_ev_per_a": 6.53, "spin_multiplicity": 3, "gap_ev": [7.06, 6.90], "total_energy_ha": -622.26743, "s2": 2.011, "elements": ["C", "C", "C", "N", "N", "F", "I", "H", "H"], "positions_angstrom": [[-1.204325, 2.020501, -0.726174], [-1.219678, 1.733803, 0.439340], [0.852718, -1.524758, 1.096522], [0.798504, -1.321630, -0.076035], [0.420596, -1.013474, -1.180824], [-0.900062, 1.116990, 1.549769], [2.520938, -1.587972, 2.256154], [-1.695196, 2.454588, -1.551016], [0.426506, -1.878051, -1.807738]], "forces_ev_per_a": [[-0.96, 0.53, 0.28], [1.27, -1.61, 1.35], [-1.90, 0.14, -0.74], [1.24, -1.38, 4.19], [-1.85, 0.07, -6.26], [-0.56, 0.96, -0.90], [2.46, -0.20, 2.00], [0.23, 0.16, -0.70], [0.07, 1.33, 0.79]], "mulliken_charge": [-0.137, 0.011, -0.030, 0.466, -0.755, -0.191, 0.068, 0.311, 0.256]}

=====

2.
{"formula": "C4H8N2O2", "method": "ωB97M-V with the def2-TZVPD basis set", "fmax_ev_per_a": 3.90, "gap_ev": 9.94, "total_energy_ha": -417.08521, "elements": ["C", "C", "C", "C", "N", "N", "O", "O", "H", "H", "H", "H", "H", "H", "H", "H"], "positions_angstrom": [[0.857323, -0.307335, 1.162125], [0.739921, 1.075732, 0.603148], [-0.022346, 0.898850, -0.817292], [-1.544676, 0.884928, -0.747996], [0.194914, -1.147897, 0.329657], [0.398603, -2.471876, 0.325155], [1.430932, -0.640720, 2.179156], [0.485188, -0.310628, -1.170175], [0.348581, 1.694433, 1.374290], [1.667382, 1.446746, 0.372860], [0.143951, 1.757595, -1.464446], [-1.905384, 0.010791, -0.237546], [-1.892745, 1.050553, -1.737943], [-1.995313, 1.853471, -0.214530], [1.390498, -2.822913, 0.254502], [-0.296827, -2.971731, -0.210964]], "forces_ev_per_a": [[1.49, 0.85, 0.78], [-2.42, -0.64, -1.08], [-0.85, 1.45, 3.52], [-0.57, 2.71, 1.77], [-0.73, -1.37, -2.70], [1.44, 0.70, -0.23], [-0.51, 0.00, -0.37], [0.29, -2.57, 0.46], [-0.73, 0.75, 0.45], [2.52, 0.72, -0.47], [1.20, -0.35, -0.43], [-0.42, -0.32, -0.12], [-0.62, -0.65, -0.98], [1.21, -1.99, -0.70], [-1.46, 0.66, -0.03], [0.15, 0.05, 0.12]], "mulliken_charge": [0.494, -0.701, 0.372, -1.241, 0.212, -0.579, -0.586, -0.489, 0.319, 0.321, 0.427, 0.353, 0.352, 0.244, 0.249, 0.251]}

=====

3.
{"formula": "C4H8O", "method": "ωB97M-V with the def2-TZVPD basis set", "fmax_ev_per_a": 0.31, "gap_ev": 8.50, "total_energy_ha": -232.19216, "elements": ["C", "O", "C", "C", "C", "H", "H", "H", "H", "H", "H", "H", "H"], "positions_angstrom": [[-1.398763, -1.047620, 0.709632], [-1.012568, -0.428464, -0.516172], [0.211761, 0.096090, -0.507315], [0.939382, 1.059891, -1.206358], [0.877869, 1.155073, 0.292184], [-1.329846, -0.332558, 1.535971], [-0.758566, -1.913869, 0.914501], [-2.431689, -1.370486, 0.578252], [1.042344, -1.219126, -0.424935], [1.291826, -0.469707, -1.047041], [0.656031, 1.711185, -2.017989], [1.761172, 0.951596, 0.905005], [0.151047, 1.807995, 0.784264]], "forces_ev_per_a": [[-0.08, -0.10, 0.21], [0.04, 0.09, -0.10], [0.14, -0.05, -0.01], [-0.06, 0.22, -0.21], [0.00, 0.04, 0.29], [-0.01, -0.11, -0.11], [-0.09, 0.11, -0.04], [0.16, 0.02, 0.03], [-0.07, 0.14, 0.00], [-0.01, -0.19, 0.06], [0.01, -0.09, 0.11], [-0.13, 0.02, -0.12], [0.10, -0.09, -0.11]], "mulliken_charge": [-0.674, -0.293, 0.707, -0.856, -0.605, 0.314, 0.339, 0.211, 0.049, 0.093, 0.276, 0.199, 0.238]}

=====

4.
{"formula": "C3H4OS2", "method": "ωB97M-V with the def2-TZVPD basis set", "fmax_ev_per_a": 1.48, "smiles": "S=CCOC=S", "gap_ev": 8.23, "total_energy_ha": -988.26040, "elements": ["S", "C", "C", "O", "C", "S", "H", "H", "H", "H"], "positions_angstrom": [[-0.103712, 2.221181, -1.293329], [0.636579, 1.478525, -0.080364], [-0.048657, 0.361861, 0.792611], [0.408333, -0.919526, 0.366456], [-0.262169, -1.654677, -0.538014], [-1.773993, -1.520157, -0.980604], [1.686763, 1.657423, 0.156238], [-1.128677, 0.452342, 0.711101], [0.223741, 0.376662, 1.850189], [0.361792, -2.453632, -0.984285]], "forces_ev_per_a": [[0.14, -0.07, 0.32], [-0.55, -1.19, 0.67], [-0.02, 0.78, -0.33], [0.65, -0.53, -0.74], [1.05, -0.22, 0.18], [-1.33, 0.27, -0.39], [-0.08, 0.03, -0.05], [-0.06, -0.06, -0.16], [0.17, 0.44, -0.17], [0.03, 0.57, 0.67]], "mulliken_charge": [-0.168, -0.131, -0.463, -0.274, 0.064, -0.285, 0.296, 0.408, 0.251, 0.301]}

=====

5.
{"formula": "CH3N2O2", "method": "ωB97M-V with the def2-TZVPD basis set", "fmax_ev_per_a": 4.69, "gap_ev": [8.62, 9.03], "total_energy_ha": -299.39686, "charge": 1, "elements": ["C", "N", "N", "O", "O", "H", "H", "H"], "positions_angstrom": [[-0.644097, -0.592997, -0.061986], [-2.846469, 0.005075, 0.031924], [0.066258, 0.425620, 0.035161], [-2.515124, 1.137828, -0.102529], [-3.639532, -0.809945, 0.163226], [-0.371449, -1.597475, -0.328060], [1.153733, 0.406681, 0.030056], [-0.437553, 1.335133, 0.276757]], "forces_ev_per_a": [[-2.77, -0.92, -0.27], [4.59, 0.93, -0.22], [1.74, 1.35, 0.82], [-2.88, -0.99, 0.32], [-0.16, 0.79, -0.17], [0.71, -0.29, 0.13], [-2.26, 0.26, -0.16], [1.02, -1.13, -0.44]], "mulliken_charge": [-0.029, 0.850, -0.207, -0.373, -0.246, 0.385, 0.312, 0.308]}

=====

6.
{"formula": "C3H10NO", "method": "ωB97M-V with the def2-TZVPD basis set", "fmax_ev_per_a": 2.79, "gap_ev": 9.92, "total_energy_ha": -249.98502, "charge": 1, "elements": ["C", "N", "H", "H", "H", "H", "H", "H", "C", "C", "O", "H", "H", "H", "H"], "positions_angstrom": [[1.648022, 0.479479, 1.919014], [1.348314, -0.750547, 1.073417], [1.360029, 1.308316, 1.281806], [1.032127, 0.424321, 2.797924], [2.689739, 0.546644, 2.212316], [0.528112, -0.599660, 0.476234], [1.039939, -1.502280, 1.692667], [2.193869, -0.916530, 0.508390], [-2.284222, 0.658263, -1.207854], [-1.363426, -0.295977, -1.000796], [0.021335, -0.043562, -1.209508], [-2.018926, 1.639870, -1.530581], [-3.208316, 0.786717, -0.555014], [-1.540206, -1.323039, -0.653152], [-0.022256, 0.136104, -2.162314]], "forces_ev_per_a": [[-0.61, 0.03, -0.62], [0.24, 0.51, 1.07], [0.13, 0.31, 0.26], [-0.26, 0.17, 0.28], [0.07, -0.29, -0.22], [0.57, 0.39, -0.55], [0.91, -0.43, -0.21], [-0.78, -0.69, 0.09], [-0.35, -0.11, 2.77], [-0.83, 0.61, 0.59], [-1.36, -0.39, -1.43], [0.68, 0.41, -0.58], [0.64, -1.34, -1.64], [-0.18, 0.60, 0.11], [1.14, 0.23, 0.08]], "mulliken_charge": [-0.725, -0.147, 0.304, 0.328, 0.342, 0.191, 0.412, 0.389, -0.702, -0.067, -0.621, 0.291, 0.260, 0.402, 0.343]}

=====

7.
{"formula": "CH5Cl2NP", "method": "ωB97M-V with the def2-TZVPD basis set", "fmax_ev_per_a": 3.30, "smiles": "C=P([NH3+])(Cl)Cl", "gap_ev": 9.17, "total_energy_ha": -1357.29492, "charge": 1, "elements": ["C", "P", "N", "Cl", "Cl", "H", "H", "H", "H", "H"], "positions_angstrom": [[0.741913, 0.996250, 1.169036], [0.787169, 0.277259, -0.350460], [-0.995174, -0.969620, -0.284804], [2.183500, -1.036268, -0.817622], [-0.100373, 0.958409, -1.989898], [1.498743, 1.029438, 1.956726], [0.018947, 1.916199, 1.123878], [-1.199600, -1.781367, -0.947218], [-1.384023, -1.314083, 0.644045], [-1.551102, -0.076217, -0.503682]], "forces_ev_per_a": [[-1.29, 1.78, -2.46], [-0.18, -0.42, 2.58], [-1.58, -0.08, 0.55], [-0.47, 0.30, 0.15], [0.60, 0.66, -0.10], [-0.10, -0.48, -0.56], [1.31, -1.80, 0.21], [0.33, 1.75, 0.58], [1.13, 0.66, -1.09], [0.26, -2.37, 0.14]], "mulliken_charge": [-0.494, 0.751, -0.670, -0.078, -0.096, 0.329, 0.220, 0.302, 0.352, 0.383]}

=====

8.
{"formula": "C18H19N3O2S", "method": "ωB97M-V with the def2-TZVPD basis set", "fmax_ev_per_a": 0.89, "smiles": "Cc1ccc(C)c(NC(=O)CSc2nccn2Cc2ccco2)c1", "gap_ev": 8.80, "total_energy_ha": -1410.26465, "elements": ["C", "C", "C", "C", "C", "C", "C", "N", "C", "O", "C", "S", "C", "N", "C", "C", "N", "C", "C", "C", "C", "C", "O", "C", "H", "H", "H", "H", "H", "H", "H", "H", "H", "H", "H", "H", "H", "H", "H", "H", "H", "H", "H"], "positions_angstrom": [[4.302555, -0.167997, 3.363137], [2.835364, -0.445063, 3.230400], [1.985947, -0.319927, 4.323620], [0.634873, -0.573162, 4.194440], [0.075675, -0.974635, 2.986710], [-1.399970, -1.178176, 2.864522], [0.936899, -1.142337, 1.900535], [0.479275, -1.549895, 0.630995], [-0.273242, -2.632611, 0.362929], [-0.698751, -3.430782, 1.170180], [-0.541531, -2.810214, -1.133305], [-1.488971, -1.439926, -1.874806], [-0.194993, -0.362802, -2.326031], [1.026125, -0.382304, -1.841376], [1.691570, 0.620453, -2.478245], [0.856959, 1.247259, -3.352033], [-0.351151, 0.604906, -3.260759], [-1.573122, 0.952753, -3.946894], [-2.350546, 1.971420, -3.176797], [-3.183346, 1.847615, -2.104034], [-3.587483, 3.162560, -1.767794], [-2.967286, 3.983041, -2.657113], [-2.212960, 3.273407, -3.511935], [2.292676, -0.855728, 2.025153], [4.805375, -1.026688, 3.809070], [4.475654, 0.691712, 4.007266], [4.752493, 0.022036, 2.391744], [2.385906, -0.007927, 5.277624], [-0.012867, -0.445515, 5.050102], [-1.627817, -2.241296, 2.787623], [-1.916199, -0.767373, 3.728655], [-1.778159, -0.697974, 1.962121], [0.906746, -1.079305, -0.176100], [0.390798, -2.891701, -1.690884], [-1.151343, -3.701362, -1.277816], [2.721745, 0.812514, -2.258936], [1.008750, 2.071431, -4.016795], [-1.317027, 1.357133, -4.929423], [-2.167325, 0.041144, -4.059389], [-3.469640, 0.935057, -1.623124], [-4.247164, 3.449969, -0.975660], [-2.981846, 5.047092, -2.784285], [2.927359, -0.966805, 1.156707]], "forces_ev_per_a": [[-0.01, -0.08, 0.04], [-0.07, 0.08, -0.01], [0.05, 0.00, -0.05], [0.05, -0.03, -0.04], [0.01, -0.02, -0.08], [-0.06, -0.15, 0.04], [0.03, -0.06, 0.35], [0.22, 0.36, 0.02], [0.00, -0.11, -0.42], [-0.08, -0.24, 0.13], [-0.16, 0.18, -0.08], [-0.24, -0.24, 0.08], [0.08, -0.19, 0.06], [-0.25, -0.21, 0.01], [-0.04, 0.27, -0.31], [0.42, 0.15, 0.03], [0.36, -0.36, 0.17], [-0.34, 0.44, 0.04], [-0.45, -0.63, 0.38], [0.37, -0.06, -0.60], [0.20, 0.45, -0.26], [-0.53, 0.07, 0.71], [0.35, -0.06, -0.43], [-0.09, 0.00, 0.09], [0.11, -0.01, 0.01], [0.07, 0.06, 0.02], [0.08, 0.03, -0.04], [0.04, 0.05, 0.11], [-0.09, 0.02, 0.07], [-0.08, 0.06, 0.01], [-0.04, 0.09, 0.03], [-0.09, 0.02, -0.06], [-0.14, -0.14, 0.11], [0.00, -0.08, 0.01], [0.09, 0.06, 0.06], [0.21, 0.15, -0.05], [0.00, 0.19, -0.15], [-0.06, -0.17, 0.06], [0.09, 0.15, -0.10], [-0.04, -0.24, 0.09], [-0.13, 0.14, 0.15], [0.06, 0.13, -0.10], [0.09, -0.05, -0.09]], "mulliken_charge": [-1.492, 0.872, -0.799, -0.776, 0.764, -1.564, 0.257, 0.193, 0.741, -0.646, -0.953, -0.153, 0.237, -0.507, -0.947, -0.133, 0.339, -1.456, 0.757, -0.252, -0.509, -0.485, -0.345, -0.531, 0.283, 0.384, 0.353, 0.396, 0.358, 0.298, 0.436, 0.290, 0.223, 0.420, 0.408, 0.470, 0.445, 0.364, 0.503, 0.464, 0.422, 0.461, 0.411]}